No. 1
{
  "formula": "C28H49INO5",
  "method": "ωB97M-V with the def2-TZVPD basis set",
  "total_charge": 1,
  "orbital_gap_ha": 0.249,
  "e_tot_ha": -1824.59179,
  "e_homo_ev": -11.22,
  "e_lumo_ha": -0.163,
  "symbols": ["C", "H", "H", "C", "H", "C", "H", "H", "H", "H", "H", "H", "H", "H", "H", "C", "C", "H", "H", "H", "H", "H", "C", "C", "H", "C", "C", "O", "H", "I", "H", "H", "H", "H", "H", "H", "C", "C", "H", "C", "H", "C", "C", "C", "H", "H", "C", "C", "H", "C", "H", "H", "O", "H", "H", "H", "C", "H", "H", "H", "O", "C", "O", "H", "H", "C", "O", "H", "N", "C", "H", "C", "H", "H", "C", "H", "H", "H", "C", "H", "C", "C", "H", "C"],
  "coordinates": [[-2.4990, 5.0747, 2.8764], [1.5137, -0.3351, 0.9350], [-1.8582, -2.3344, 1.6639], [3.2122, -5.0073, 1.5555], [-1.0773, 7.3364, 3.5828], [-2.5123, 0.2319, 1.6426], [3.3758, 0.7115, -2.0980], [5.0087, -6.0431, 2.0417], [-3.7622, 2.2531, 2.6527], [0.3110, -1.3022, -1.0903], [-1.4544, 0.8990, 3.3909], [-3.1385, 7.0296, 2.2131], [3.3405, -1.6563, -1.1417], [0.1044, 5.5875, 1.4655], [-1.7735, 4.9973, 3.6858], [-1.1382, -1.8937, 0.9770], [0.2701, 6.3559, 2.2184], [4.8930, -5.5634, 0.3409], [1.0501, 7.0135, 1.8463], [-1.1564, -2.5214, 0.0882], [3.1913, 0.5375, -0.3772], [-1.4238, 3.7451, 1.5952], [1.3854, -1.4052, 0.7733], [1.2629, -1.6785, -0.7112], [1.7130, 1.0828, -6.1416], [-0.0692, 0.3228, -6.1167], [-3.2030, 0.2219, -2.2354], [1.1907, 0.3959, -6.5721], [2.6522, -5.4022, 2.4081], [-3.1157, 2.3774, -0.0614], [1.2415, -2.7581, -0.8561], [-2.3703, 0.0807, -4.8799], [0.9572, 1.2081, -0.3517], [3.2174, -8.4859, -0.5816], [3.6469, -4.0466, 1.8511], [2.3035, -1.8924, 1.0983], [0.7332, 0.7569, -3.7236], [-1.5831, 0.2990, -4.1773], [2.3607, -1.3976, -2.5507], [-1.8517, 0.3875, -2.8401], [0.4652, -2.9760, 1.8807], [-1.6094, -0.4738, 0.6213], [-1.8279, 1.3324, 2.4661], [-2.4232, 3.8192, 2.0268], [-3.3734, 0.6614, 1.1355], [0.6232, -5.4167, -0.4256], [2.6954, 0.3588, -1.3252], [1.4296, 1.2258, -1.3314], [0.4736, -5.1123, 1.3174], [0.4407, 0.8777, -2.3755], [0.1983, -1.3510, 2.5441], [-2.2046, 6.1621, 1.0271], [2.3347, -4.7669, 0.4612], [-0.9959, 8.0938, 2.0196], [3.2403, -6.7677, -1.0361], [-2.9019, -0.5210, 2.3247], [0.2423, -1.9428, 1.6307], [-1.0424, 0.7488, -1.0113], [1.7614, 0.8787, -4.0210], [1.7115, 2.2649, -1.5082], [3.8345, -7.2533, 0.9009], [4.3268, -5.9596, 1.1902], [-0.9994, 0.0702, -6.8152], [1.3095, -6.5690, 0.7326], [-3.8682, -0.2906, -2.9229], [-1.0215, 7.1263, 2.5161], [-4.4636, 2.2058, -2.6744], [-3.1397, -0.3566, -1.3172], [-0.8316, 0.6796, -2.0061], [-0.2747, 0.4778, -4.6260], [-3.4769, 5.1041, 3.3567], [-3.7814, 1.5933, -1.9371], [-2.1422, -0.5196, -0.3344], [0.6651, 5.8649, 3.1036], [2.4508, -1.1384, -1.4963], [-0.7299, 0.1567, 0.4682], [-2.6228, 2.7568, 3.8717], [-0.9541, 1.6859, 1.9178], [-2.2758, 6.3776, 2.0949], [-3.1273, 3.9225, 1.1989], [1.1291, -5.5109, 0.5349], [-2.7220, 2.5302, 2.8126], [4.7649, -7.6814, -0.9054], [3.7642, -7.5508, -0.4813]],
  "forces_ev_per_angstrom": [[-0.2, 0.2, 0.1], [0.0, 0.1, 0.2], [-0.1, -0.1, 0.0], [0.0, 0.1, 0.0], [0.0, 0.1, 0.1], [-0.1, -1.3, 1.1], [0.1, 0.0, -0.1], [0.0, 0.0, 0.0], [-0.3, 0.0, 0.2], [0.1, 0.0, -0.1], [0.1, -0.1, 0.0], [-0.1, 0.1, 0.0], [0.1, -0.1, -0.1], [0.0, -0.1, -0.2], [0.1, 0.0, 0.1], [0.0, 0.1, 0.1], [0.0, 0.0, 0.1], [0.0, 0.0, 0.0], [0.1, 0.1, 0.0], [0.1, -0.1, -0.1], [0.1, 0.1, 0.1], [0.1, 0.1, -0.1], [0.1, 0.0, 0.0], [0.1, -0.3, -0.1], [0.1, -0.1, 0.2], [0.0, 0.0, 0.1], [-0.4, -0.3, -0.5], [-0.1, 0.2, -0.3], [0.0, 0.0, 0.0], [-0.9, 1.3, -5.0], [-0.1, -0.1, 0.0], [0.0, 0.0, -0.1], [-0.1, 0.0, 0.0], [0.0, 0.0, 0.0], [0.0, 0.0, 0.0], [0.2, 0.1, 0.2], [0.1, 0.0, 0.0], [0.1, 0.0, -0.2], [-0.1, 0.0, -0.1], [0.1, 0.0, 0.1], [0.0, -0.1, 0.2], [-0.2, -0.2, 0.3], [0.0, -0.2, 0.0], [0.3, 0.5, 1.3], [0.1, -1.4, 1.0], [0.0, 0.0, 0.0], [-0.1, 0.0, -0.2], [0.3, 0.3, 0.1], [0.0, -0.1, 0.0], [-0.4, -0.1, -0.4], [0.1, -0.2, 0.3], [0.0, 0.0, -0.1], [-0.1, 0.0, 0.0], [0.0, 0.1, -0.1], [0.0, 0.0, 0.0], [0.0, -0.2, 0.2], [-0.3, 0.2, -0.2], [0.0, 0.1, -0.1], [0.1, 0.0, -0.1], [0.1, 0.1, 0.1], [-0.1, 0.0, 0.0], [0.1, -0.1, 0.0], [0.1, -0.2, -0.2], [0.1, 0.0, 0.0], [0.0, 0.0, -0.2], [0.1, 0.0, 0.0], [-0.4, 0.2, -0.4], [-0.5, 0.1, -0.5], [0.1, 0.3, -0.3], [-0.2, 0.1, 0.1], [-0.1, 0.0, 0.1], [0.5, -0.2, 0.4], [0.5, -0.3, 0.9], [0.0, -0.1, 0.1], [0.0, 0.0, 0.1], [0.2, 0.0, 0.2], [0.0, 0.0, 0.1], [0.2, 0.1, 0.0], [0.0, 0.0, 0.0], [0.2, 1.4, 1.2], [0.0, 0.0, 0.0], [0.1, 0.2, 0.2], [0.0, 0.0, 0.0], [0.0, 0.0, 0.0]],
  "mulliken_charge": [-1.091, 0.521, 0.602, -0.488, 0.337, -1.261, 0.508, 0.396, 0.400, 0.019, 0.498, 0.370, 0.479, 0.129, 0.498, -1.682, -0.892, 0.338, 0.341, 0.555, 0.483, 0.378, -0.724, 0.330, 0.361, 0.242, -0.654, -0.479, 0.376, 0.375, 0.299, 0.653, -0.553, 0.244, 0.390, 0.347, -0.526, -0.567, 0.354, 0.434, 0.392, 2.660, -0.044, -0.302, 0.341, 0.250, -1.070, -0.101, 0.337, 0.105, 0.411, 0.334, -0.118, 0.405, 0.234, 0.554, -0.943, -1.042, 0.313, 0.618, -0.371, -0.694, -0.468, 0.442, 0.691, -0.674, -0.500, 0.593, 0.898, 1.089, 0.420, 0.268, -1.410, 0.274, -1.160, -1.549, 0.578, 0.098, -0.840, 0.366, -0.951, -1.453, 0.338, -0.657]
}

No. 2
{
  "formula": "C19H34ClF5O7SSi4Yb",
  "method": "ωB97M-V with the def2-TZVPD basis set",
  "total_charge": -1,
  "orbital_gap_ha": [0.264, 0.263],
  "e_tot_ha": -4945.47626,
  "e_homo_ev": [-4.95, -4.94],
  "e_lumo_ha": [0.082, 0.082],
  "spin_multiplicity": 2,
  "s2": 0.751,
  "symbols": ["F", "H", "H", "F", "C", "C", "F", "F", "Si", "H", "O", "H", "S", "C", "Si", "H", "O", "Yb", "C", "H", "C", "H", "C", "H", "O", "H", "C", "H", "C", "C", "H", "H", "Cl", "H", "H", "F", "O", "C", "H", "C", "H", "Si", "H", "H", "H", "H", "H", "H", "C", "H", "Si", "C", "H", "O", "C", "C", "O", "H", "H", "H", "H", "H", "C", "H", "C", "O", "H", "C", "H", "H", "C", "H"],
  "coordinates": [[-0.3287, -1.4485, -2.0639], [4.0499, -1.1132, -3.3655], [0.9890, -3.7234, 1.3029], [0.2954, 1.9465, -5.2695], [-0.0318, 0.3216, -3.5812], [3.5078, -0.1946, -3.1167], [0.1915, 0.1136, -7.2184], [-0.4730, -3.2823, -4.0321], [3.3225, -0.1451, 2.2612], [2.4437, -0.3838, -3.2678], [-0.3466, 1.6068, 1.2237], [5.1541, -3.1998, 1.0139], [0.0363, 1.4757, -2.2911], [-3.7003, 2.3839, 1.3683], [2.4229, -0.7019, 0.1691], [-2.4766, 4.4910, -0.0541], [-2.3948, 1.1410, -0.2700], [-0.2842, -0.0662, 0.0977], [-0.2765, -1.9951, -4.3373], [-4.6248, 2.4139, 0.7840], [-0.1385, -1.6078, -5.6550], [-3.6985, 1.4930, 1.9941], [2.0271, -4.0401, 1.1803], [5.3419, -2.9337, -0.7202], [-1.9093, -1.7251, -0.0182], [3.3543, 1.9560, 3.6020], [4.7417, -3.4505, 0.0329], [2.0644, 1.9959, 2.3860], [3.1003, 1.6967, 2.5686], [0.1045, 0.6667, -4.9251], [2.7793, -2.9487, -2.5866], [-1.8115, 3.4392, -1.3250], [-1.8665, -1.7576, 1.4568], [2.6666, -2.1091, 3.6653], [2.6219, -4.5986, -1.9548], [-0.1965, -2.5127, -6.6424], [-2.5355, -0.5905, 1.9470], [2.3431, -3.5529, -1.7849], [3.7360, 2.2883, 1.9042], [3.6449, 2.2107, -1.2306], [2.0302, -5.0924, 0.8768], [2.9236, -2.9683, -0.0883], [6.2806, 0.5972, -1.8510], [4.0254, 2.7077, -2.1291], [3.8132, 0.5827, -3.8252], [5.3619, -1.5867, 2.4019], [5.4220, -0.2590, 3.5755], [2.6063, -0.6101, 4.6106], [-2.4939, 2.4061, 0.4410], [4.8531, -4.5287, -0.1216], [3.8662, 0.3427, -1.3421], [-1.2152, 2.5846, 1.2869], [-3.5640, 3.5145, -1.0667], [-2.4055, -2.9639, 1.9595], [-0.2144, -1.0324, -3.3524], [-2.5908, 3.5382, -0.5700], [-0.4357, -1.6215, 1.7803], [1.2551, -3.4784, -1.8695], [-3.2866, 0.8431, -0.4810], [4.1796, 2.6149, -0.3655], [5.7854, 0.0408, 1.8694], [-3.6655, 3.2642, 2.0080], [2.3907, -1.0505, 3.6312], [6.0448, 0.3434, -0.1146], [5.7118, 0.0307, -1.1063], [-1.1016, 3.5942, 1.9392], [1.3119, -0.9982, 3.4672], [0.0555, -0.2693, -5.9403], [5.9592, -1.0274, -1.2209], [2.5892, 2.4686, -1.1260], [5.1454, -0.5248, 2.5496], [2.5060, -3.9688, 2.1617]],
  "forces_ev_per_angstrom": [[-0.1, -0.2, 0.0], [0.0, 0.1, 0.0], [0.0, 0.0, 0.0], [0.0, -0.1, 0.0], [0.0, 0.1, 0.0], [0.0, -0.1, -0.1], [0.0, 0.0, 0.1], [0.0, 0.1, 0.0], [-0.2, 0.0, 0.1], [0.0, 0.0, 0.0], [-0.3, 1.3, 0.6], [0.0, -0.1, -0.1], [0.1, -0.1, 0.3], [0.0, 0.0, 0.0], [0.8, -0.2, 0.1], [0.0, 0.0, 0.0], [-0.1, 0.3, 0.3], [0.6, 0.6, -2.5], [0.0, -0.1, 0.1], [0.0, 0.0, 0.0], [0.0, -0.1, -0.1], [0.0, 0.0, 0.0], [-0.1, 0.0, 0.1], [0.0, -0.1, 0.1], [-0.1, -0.1, 0.3], [0.0, 0.0, 0.0], [0.1, 0.1, 0.0], [0.0, 0.0, 0.0], [0.0, 0.1, 0.0], [0.0, 0.1, -0.1], [0.0, -0.1, 0.0], [0.0, 0.0, 0.0], [-1.0, -1.0, 1.0], [0.0, 0.1, 0.0], [0.0, 0.0, 0.0], [0.0, 0.0, 0.0], [0.0, -0.3, 0.1], [0.0, 0.0, -0.1], [0.0, 0.0, 0.0], [0.0, 0.1, 0.0], [0.0, 0.0, 0.0], [-0.1, -0.1, 0.0], [0.0, 0.0, 0.0], [0.0, 0.0, 0.0], [0.0, 0.0, 0.0], [0.0, 0.1, 0.0], [0.0, 0.0, 0.0], [0.0, 0.0, 0.0], [-0.1, -0.1, -0.1], [0.0, 0.0, 0.0], [-0.1, 0.1, -0.1], [0.2, -0.3, 0.0], [0.0, 0.0, 0.0], [0.1, 0.2, -0.1], [0.0, -0.1, 0.1], [0.0, 0.1, 0.0], [-0.2, -0.2, 0.2], [0.1, 0.0, 0.0], [0.2, -0.1, 0.0], [0.0, 0.0, 0.0], [0.0, 0.0, 0.1], [0.0, 0.0, 0.0], [-0.1, -0.1, 0.0], [0.0, 0.0, -0.1], [0.1, -0.1, 0.1], [0.1, 0.1, 0.1], [0.0, 0.0, 0.1], [0.0, 0.1, -0.1], [0.0, 0.1, 0.0], [0.0, 0.0, 0.0], [0.1, -0.1, 0.0], [0.0, 0.0, 0.0]],
  "mulliken_spin": [0.000, 0.000, 0.000, 0.000, 0.000, 0.000, 0.000, 0.000, -0.001, 0.000, -0.001, 0.000, -0.001, 0.000, 0.002, 0.000, -0.002, 1.006, 0.000, 0.000, 0.000, 0.000, 0.000, 0.000, 0.000, 0.000, 0.000, 0.000, 0.000, 0.000, 0.000, 0.000, -0.003, 0.000, 0.000, 0.000, 0.000, 0.000, 0.000, 0.000, 0.000, 0.000, 0.000, 0.000, 0.000, 0.000, 0.000, 0.000, 0.000, 0.000, -0.001, 0.001, 0.000, 0.000, 0.000, 0.000, 0.000, 0.000, 0.000, 0.000, 0.000, 0.000, 0.000, 0.000, 0.000, 0.000, 0.000, 0.000, 0.000, 0.000, 0.000, 0.000]
}